This record from the OMol25 dataset describes a 4-piece molecular cluster, C21H48N2O11PS overall. The level of theory is wB97M-V/def2-TZVPD.

The geometry in XYZ format:
```
84
Properties=species:S:1:pos:R:3:forces:R:3
H 6.051076 -4.193802 0.692727 0.110 0.012 -0.065
H 1.972840 5.145054 5.225290 0.063 -0.250 0.066
O -3.107339 1.777914 -6.710674 -0.231 -0.236 0.207
H -1.722464 5.416984 4.261949 0.132 0.141 -0.171
H 0.814787 7.054196 6.838073 -0.075 -0.028 0.136
C -3.562642 0.983159 -3.820115 -0.154 0.062 0.086
C -1.725829 4.646107 3.490635 -0.109 -0.117 -0.041
H 1.291054 3.334836 3.848510 -0.105 -0.028 0.089
H -1.920534 -0.169538 -3.043908 -0.142 -0.131 0.179
C 2.379521 -6.458216 2.896143 0.149 0.203 -0.283
C -2.156127 0.885592 -3.249222 0.119 0.036 -0.500
H 0.474121 4.484586 5.938860 0.003 -0.026 0.000
C -1.602666 0.307564 0.640797 -3.337 -1.930 -1.019
H 1.250639 -2.540087 0.552387 0.585 -0.058 0.806
H 3.984537 -5.690326 4.056181 -0.015 -0.118 0.021
O -0.685671 3.695638 3.711915 -0.006 0.100 -0.153
H -3.881629 0.316123 0.856456 0.613 -0.685 -0.483
H 2.184764 -7.342152 3.514231 0.022 0.021 -0.045
N -0.854384 -0.669767 -0.001913 0.965 -1.649 -1.095
C -3.773313 1.019392 -7.701081 0.200 0.094 0.026
H 0.532527 2.436284 -4.316521 -0.049 -0.108 -0.015
O -1.193720 1.362028 -4.173485 -0.128 0.222 0.248
C -3.885588 2.871204 -6.241413 0.454 -0.102 0.000
C -2.956667 -0.154618 0.480372 2.484 0.571 0.305
O 1.505936 -1.695658 0.986642 -1.751 0.042 -2.789
C -0.105909 2.011462 -3.543068 -0.085 -0.132 -0.125
C 5.660847 -6.769234 0.638098 -0.387 -0.076 -0.138
H 0.915104 4.771310 2.920319 -0.057 0.219 0.122
H -3.162080 0.144608 -7.923464 0.054 0.107 0.008
H 0.970926 -7.937204 0.319943 0.017 0.085 0.028
H -4.746836 0.672684 -7.337400 -0.071 0.061 -0.084
H 4.105546 -5.243065 2.368230 -0.168 -0.072 -0.156
H -3.963431 4.177283 -4.567913 -0.102 -0.109 0.027
O 1.594463 -0.479763 -1.497881 -1.795 -1.957 1.307
C 0.893253 5.020431 5.079880 -0.004 0.366 -0.321
H 3.984472 -8.039516 1.187724 -0.014 0.193 -0.146
H -3.665392 3.733868 -6.880682 -0.191 0.153 0.082
H -4.228852 0.419674 -3.158499 -0.007 0.070 0.070
O 4.753514 -7.147330 2.905904 -0.148 0.093 -0.148
H 0.715860 6.882657 0.640899 -0.092 0.028 0.050
H 1.470094 -1.331429 -1.964685 0.374 0.429 -0.219
C -0.063987 6.852859 6.217241 0.108 0.075 -0.175
H 0.128454 -7.435347 1.807805 -0.077 -0.151 0.040
H 4.717026 -3.798290 -0.400964 -0.011 -0.080 -0.039
H 6.113698 -4.703374 -1.028818 0.116 0.124 0.046
H -3.633131 0.514137 -4.802866 0.265 0.040 -0.030
H -2.110050 1.451484 -2.308911 -0.021 0.041 -0.026
O -4.086934 2.302748 -3.843186 0.204 -0.149 0.030
C -3.528827 3.202371 -4.802740 -0.159 0.177 -0.079
C 0.641547 4.214183 3.817082 0.114 -0.161 0.115
H -3.899701 1.606848 -8.615776 -0.137 -0.076 -0.039
N -2.874016 -1.347475 -0.228826 1.037 -1.649 -0.695
S -4.164898 -2.427596 -0.706904 -0.575 -0.023 -0.058
H -0.880122 6.564998 -0.081929 0.063 -0.050 -0.137
O 0.322395 6.315692 4.967504 -0.304 -0.179 0.080
P 0.925112 -0.445118 0.027767 2.964 2.684 1.719
H 5.554324 -8.579852 1.743871 0.043 0.101 0.076
H -1.638005 4.441249 1.353284 0.027 0.010 0.004
C -0.139951 6.208628 0.641510 -0.129 0.147 0.187
H 0.471116 1.294202 -2.951745 0.111 0.121 0.085
H -3.518310 -3.643903 -0.659588 0.028 1.004 0.300
H -2.657900 4.087401 3.615004 0.049 -0.071 -0.056
H -0.590010 7.789464 6.033195 0.099 -0.027 -0.064
H 0.208155 5.208894 0.355949 -0.031 -0.025 -0.079
O 2.046082 -6.706353 1.534475 0.025 -0.235 -0.009
C 1.092066 -7.739311 1.385021 0.111 0.206 -0.022
H 1.435644 -8.659073 1.868929 -0.094 -0.013 0.047
H -0.747413 6.173823 6.738704 0.069 -0.021 0.095
H -2.451482 3.300515 -4.665725 0.034 -0.151 -0.182
H -2.680222 5.772188 1.929259 -0.165 -0.207 -0.032
H -0.459146 2.826804 -2.901777 0.037 -0.012 0.067
C 3.841279 -6.063007 3.038665 0.052 -0.094 0.136
H 6.528817 -6.333709 1.144714 -0.003 0.002 0.012
O 4.787963 -5.749779 0.166440 -0.023 0.260 0.220
H 1.745442 -5.633622 3.244388 0.033 -0.012 0.259
H 6.002003 -7.341776 -0.232186 0.182 -0.120 0.107
C -1.731843 5.247186 2.093632 0.112 0.389 0.325
H -4.954903 2.641178 -6.303584 -0.011 0.015 0.012
O -0.687821 6.195878 1.944072 0.214 -0.350 -0.124
H -1.253479 1.224099 1.151603 0.136 -0.929 -0.539
C 4.932707 -7.692340 1.600258 0.162 -0.045 0.095
C 5.465186 -4.554753 -0.159286 -0.119 -0.216 -0.047
C -1.584273 -1.695433 -0.555518 -1.258 3.240 2.061
H -1.227400 -2.595649 -1.090286 -0.400 0.917 0.447
```
Positions in Å, forces in eV/Å.

gap between HOMO and LUMO = 0.2591 hartree
E_LUMO = -3.9 eV
energy = -68169.698 eV
HOMO level = -0.402 Eh
net charge = +1

Results of the Mulliken charge analysis, in e, for atoms 1 through 4: H 0.3545; H 0.4164; O -0.2600; H 0.1264

***

This record from the OMol25 dataset describes a 9-piece molecular cluster, C21H48O9 overall. The level of theory is wB97M-V/def2-TZVPD.

The geometry in XYZ format:
```
78
Properties=species:S:1:pos:R:3:forces:R:3
H 3.133789 -4.533956 0.827037 -0.156 -0.124 0.169
H 1.295339 1.292494 -0.738863 0.174 0.468 0.121
C -2.354691 -1.764666 -2.584533 -1.000 0.402 -0.408
H 3.665909 -2.566306 -3.932263 0.090 -0.160 0.177
C -4.062641 -3.220746 0.893137 0.703 0.394 -0.353
C -3.573521 2.512964 -0.617293 -0.861 -0.665 0.649
O -0.639881 2.357694 -4.656173 1.425 -0.223 0.788
H 0.916999 -0.136156 0.117517 -0.733 -0.165 0.226
C 1.321189 -0.826706 4.866187 -0.195 -0.645 -0.667
C 3.801459 -0.932336 -0.859013 0.527 -0.863 -0.592
H -3.868401 1.742624 -1.329843 0.068 -0.359 0.179
O -1.037761 -1.753076 -2.133573 1.352 -0.242 0.529
H 1.432389 4.425394 1.552917 0.027 0.321 -0.223
O -0.091251 3.820954 3.344687 -1.673 1.427 -3.159
H 0.388809 4.351854 -3.252273 -0.401 -0.101 -0.041
H 0.695519 0.238794 -3.553273 -0.357 -0.049 -0.030
H 2.981769 -3.324576 -2.453623 0.008 -0.101 -0.101
H -1.781191 2.590634 -1.195433 0.181 -0.278 -0.089
H -0.880051 -4.000956 -0.068753 0.309 -0.429 -0.139
H 3.249859 0.868164 2.844487 0.129 -0.361 0.482
H 2.432189 -2.966406 1.230237 -0.190 0.132 -0.080
H 2.739699 -1.167786 -0.786043 0.011 0.558 0.156
H -0.537461 -2.212156 -2.812203 0.417 0.086 0.138
C 0.443519 4.649984 1.153187 -0.678 -0.413 0.707
H 2.285639 -1.062586 5.315967 0.179 0.488 -0.076
H 4.296969 -1.193816 0.075977 0.081 -0.048 -0.079
H -2.172821 5.824024 1.997927 0.293 -0.050 -0.332
C 4.371409 -1.775266 -2.020893 1.492 -0.293 0.483
O -0.660081 0.786034 -1.033983 0.253 -0.199 0.229
C 2.286459 1.012274 3.333567 -1.059 0.602 -0.849
O 0.923709 -5.708306 1.493087 0.076 1.925 -0.646
H 4.036849 0.110974 -1.069263 -0.388 0.103 0.011
H -2.401141 4.180104 1.288577 -0.085 0.313 -0.272
H 0.303779 5.678304 0.819807 0.254 0.013 -0.017
H 0.168249 1.430834 0.664457 0.588 -0.224 0.301
C 1.398219 -0.193526 3.459587 -0.029 -0.788 1.413
O 0.687839 -0.614266 2.572677 0.441 0.093 -0.011
H 0.016519 3.091774 -2.067103 0.197 0.197 0.262
H -2.439731 -1.090706 -3.436973 -0.289 -0.131 -0.261
H 2.454559 -1.713226 -2.947983 -0.126 -0.070 -0.085
H -2.544781 4.450334 3.023857 0.081 -0.022 0.019
H -2.992941 -1.351686 -1.803393 -0.061 -0.283 0.039
C -0.293931 -3.740636 0.812607 0.063 0.201 0.410
H -4.470331 3.113004 -0.463053 0.257 0.541 -0.213
H 1.635509 0.830264 -4.871263 -0.017 0.187 -0.131
H -2.758691 0.002174 1.445847 0.056 -0.141 -0.470
H -2.620431 -2.787626 -2.851033 -0.497 0.102 -0.007
C 0.487229 0.820254 -0.180253 -0.118 0.777 -0.563
O -2.482091 3.233914 -1.066903 0.634 1.161 -0.511
C -2.006071 4.754544 2.126457 0.436 -0.848 0.660
H -4.396531 -3.540326 1.880297 -0.285 0.142 -0.046
H 2.308359 1.562064 4.274497 0.484 -0.155 -0.059
C 0.342839 2.296224 -3.932343 -0.114 0.310 0.056
H -2.464661 -1.430996 2.387867 -0.140 -0.284 0.111
O -4.830311 -1.005306 0.380977 0.606 -0.795 -0.023
H -1.831311 -1.439166 0.791377 0.140 0.396 -0.131
H -3.328341 2.114244 0.367087 -0.274 -0.622 0.062
H 1.726409 1.626864 2.628777 0.079 0.391 -0.031
O 5.578349 -1.969686 -2.152643 -2.083 0.362 0.016
H 1.704129 3.464104 -2.579723 -0.006 -0.620 -0.019
H -0.055351 -2.682756 0.702687 0.064 -0.007 0.182
H -0.943771 -3.886076 1.675537 -0.008 0.082 0.029
C 1.273899 1.103044 -3.879843 -0.182 -1.154 -0.427
C -0.542051 4.353644 2.286857 1.496 -0.786 2.633
C 3.305869 -2.393276 -2.918093 0.406 0.555 -0.057
H 0.736049 -0.201616 5.540687 0.156 0.215 -0.020
H 2.302729 -3.645086 -0.411983 -0.334 0.210 0.008
C -2.678451 -1.082716 1.377377 -0.148 -0.416 0.167
H 0.809069 -1.785776 4.788557 -0.189 0.075 -0.114
H -4.712691 -3.565566 0.088997 0.019 -0.179 0.255
C 2.280729 -3.878246 0.652567 0.022 -0.723 0.321
H -3.043281 -3.596206 0.803437 -0.137 -0.428 -0.231
H -0.783611 -0.130766 -1.290523 -0.200 -0.303 -0.445
C -3.937791 -1.719636 0.812277 -0.887 1.393 0.707
C 0.962019 -4.563616 1.044817 0.262 -1.293 -0.155
H 2.123229 1.106574 -3.196663 -0.052 0.717 -0.009
C 0.667449 3.358834 -2.899603 -0.447 0.714 -0.441
H 0.245509 3.998304 0.302187 -0.134 -0.012 -0.077
```
Positions in Å, forces in eV/Å.

gap between HOMO and LUMO = 0.3600 hartree
energy above the lowest of the compared OMol25 structures with the same formula, charge and spin = 1.052 eV
E_LUMO = 0.1 eV
energy = -40980.638 eV
HOMO level = -0.357 Eh

Results of the Mulliken charge analysis, in e, for atoms 1 through 4: H 0.3848; H 0.2184; C -0.6166; H 0.3659

***

What is the E_LUMO in the first record?
-3.9 eV